The following is a DFT calculation (ωB97M-V with the def2-TZVPD basis set) of 6 unconnected molecules or ions with the total composition C15H40N11O10P at a distorted geometry.

Calculated values
E_LUMO ... 0.66 eV
Highest occupied orbital energy ... -8.3 eV
Largest force on an atom ... 0.0322 hartree/bohr
Gap between HOMO and LUMO ... 0.3303 hartree
SMILES ... C=CNC(=O)OCCCP(=O)(OCC)OCC.NC(N)=O.NC(N)=O.NC(N)=O.NC(N)=O.NC(N)=O
Charge ... 0

Structure (XYZ):
```
77
Properties=species:S:1:pos:R:3:forces:R:3:lowdin_charge:R:1
C 6.5871 -0.0132 -0.1847 0.2 0.2 -0.1 0.006
C 6.5436 1.3294 -0.1279 -0.3 0.1 0.1 -0.174
N 5.6102 2.1267 -0.8510 0.8 -0.7 -0.7 0.079
C 4.6793 2.7671 -0.0217 0.0 0.1 -0.2 -0.568
O 4.7759 2.8322 1.1697 0.2 0.4 0.1 0.131
O 3.6563 3.3504 -0.6931 -0.1 -0.3 0.0 0.000
C 2.8704 2.4601 -1.5206 0.0 -0.1 0.0 -0.165
C 1.3719 2.7382 -1.3430 0.5 0.1 0.0 -0.174
C 0.6100 1.4641 -0.9580 -0.2 0.2 0.1 -0.199
P -1.0632 1.3909 -1.6366 0.0 0.8 -0.4 0.464
O -1.1220 1.9040 -3.0165 0.1 -0.3 -0.1 -0.264
O -1.9559 2.2483 -0.6485 -0.2 -0.8 0.0 -0.196
C -2.9983 1.6192 0.1574 -0.2 0.3 0.9 -0.227
C -2.4139 1.0569 1.4617 -0.3 0.2 -0.6 -0.071
O -1.5057 -0.1263 -1.4488 0.1 0.1 0.0 -0.204
C -1.4881 -1.0225 -2.5786 0.0 -0.4 0.0 -0.246
C -0.1529 -1.1405 -3.2820 0.0 0.1 -0.4 -0.093
H 6.6213 -0.5572 0.7514 1.6 -0.1 -0.1 0.039
H 6.5752 -0.5669 -1.1180 -1.5 -0.1 0.1 0.058
H 7.2444 1.9065 0.4633 -0.9 0.0 1.1 0.115
H 5.1524 1.5135 -1.5184 -0.1 0.5 -0.4 0.120
H 3.0736 1.4346 -1.1998 0.0 0.0 0.0 0.115
H 3.1776 2.5581 -2.5638 0.1 0.1 0.0 0.128
H 1.2982 3.4809 -0.5494 -0.2 0.0 0.0 0.122
H 0.9768 3.1855 -2.2536 -0.1 -0.1 0.0 0.104
H 0.5486 1.3881 0.1289 0.0 -0.2 0.0 0.095
H 1.1086 0.5654 -1.3239 0.1 0.0 -0.1 0.076
H -3.5723 0.8913 -0.4108 0.4 0.1 -0.1 0.065
H -3.6849 2.4203 0.4224 0.1 0.2 -0.2 0.093
H -2.8877 1.5159 2.3218 0.0 0.0 0.0 0.035
H -2.5526 -0.0197 1.5379 0.2 0.0 0.0 0.072
H -1.3549 1.3086 1.4853 0.1 -0.2 0.2 0.065
H -1.7537 -1.9970 -2.1709 0.0 0.1 0.2 0.113
H -2.2677 -0.7335 -3.2837 0.0 0.2 0.1 0.119
H 0.6839 -1.2440 -2.5927 -0.1 -0.1 0.1 0.073
H 0.0302 -0.3038 -3.9559 0.0 0.1 0.2 0.071
H -0.1732 -2.0435 -3.8927 0.0 -0.1 0.1 0.057
N -5.8469 -1.9518 -0.2849 0.0 0.0 0.0 0.154
C -6.1195 -0.8002 -0.9709 0.0 0.0 0.0 -0.664
N -7.4258 -0.6329 -1.3451 0.0 0.0 0.0 0.147
O -5.2584 0.0197 -1.2292 -0.2 -0.1 -0.2 0.034
H -6.5384 -2.6399 -0.0584 0.0 0.0 0.0 0.090
H -4.8971 -2.0961 0.0043 0.0 0.0 0.0 0.104
H -7.6516 0.2038 -1.8488 0.0 0.0 0.0 0.101
H -8.1497 -1.2945 -1.1418 0.0 0.0 0.0 0.088
N 1.1715 -6.4067 -2.9737 0.0 0.0 0.0 0.148
C 0.3992 -5.3296 -3.3100 0.1 0.0 0.0 -0.678
N -0.2986 -5.4534 -4.4824 0.0 0.0 0.0 0.148
O 0.3394 -4.3299 -2.6182 -0.1 0.0 0.0 0.028
H 1.2388 -7.2365 -3.5305 0.0 0.0 0.0 0.090
H 1.7029 -6.3410 -2.1261 0.0 0.0 0.0 0.103
H -0.8734 -4.6798 -4.7578 0.0 0.0 0.0 0.098
H -0.2599 -6.2660 -5.0667 0.0 0.0 0.0 0.090
N 8.4797 -4.2070 0.1228 0.0 0.0 0.0 0.146
C 7.1235 -4.0947 -0.0313 0.0 0.0 0.0 -0.692
N 6.4619 -3.5385 1.0301 -0.1 0.0 0.0 0.145
O 6.5498 -4.4619 -1.0392 0.0 0.0 0.0 0.023
H 8.9710 -3.9081 0.9429 0.0 0.0 0.0 0.089
H 8.9939 -4.6086 -0.6381 0.0 0.0 0.0 0.100
H 5.4672 -3.4397 0.9483 0.0 0.0 0.0 0.104
H 6.9168 -3.2303 1.8678 0.0 0.0 0.0 0.090
N -4.3914 5.4973 2.4213 0.0 0.0 0.1 0.153
C -5.1274 4.3808 2.7063 0.0 0.1 -0.1 -0.672
N -6.3787 4.6146 3.2115 0.0 0.0 0.0 0.146
O -4.6982 3.2569 2.5204 -0.1 0.0 0.2 0.030
H -4.7235 6.4320 2.5607 0.0 0.0 0.0 0.091
H -3.4737 5.3537 2.0421 0.0 0.0 0.0 0.107
H -6.9415 3.8130 3.4248 0.0 0.0 0.0 0.100
H -6.7508 5.5312 3.3684 0.0 0.0 0.0 0.089
N -0.3569 0.3687 6.0224 0.0 0.0 0.0 0.144
C -1.3896 0.8011 5.2314 -0.1 0.1 0.0 -0.669
N -2.1206 1.8431 5.7383 0.0 0.0 0.0 0.152
O -1.6445 0.3041 4.1527 0.1 -0.2 0.2 0.034
H -0.1329 0.7717 6.9114 0.0 0.0 0.0 0.087
H 0.1972 -0.3901 5.6737 0.0 0.0 0.0 0.099
H -2.8793 2.1816 5.1740 0.0 0.0 0.0 0.099
H -1.9329 2.2757 6.6219 0.0 0.0 0.0 0.087
```
Forces are in eV/Å.

=====

The following is a DFT calculation (ωB97M-V with the def2-TZVPD basis set) of a gas-phase ion, C6H17N5 (charge +2) at a distorted geometry.

Calculated values
E_LUMO ... -8.36 eV
Highest occupied orbital energy ... -15.5 eV
Largest force on an atom ... 0.0778 hartree/bohr
Gap between HOMO and LUMO ... 0.2625 hartree
SMILES ... C[C@@H](C=[NH2+])/C=[NH+]/CCNNN
Charge ... +2

Structure (XYZ):
```
28
Properties=species:S:1:pos:R:3:forces:R:3:lowdin_charge:R:1
C -2.8825 0.8515 -0.1231 1.3 1.4 0.8 0.039
C -1.5098 0.9560 0.7426 -1.6 -1.8 0.7 -0.209
C -1.6262 0.0427 1.9816 1.0 -2.5 0.3 0.092
N -0.9493 -1.0770 2.2639 -1.6 3.6 0.3 0.240
C -0.4434 0.6329 -0.2259 -0.2 1.7 0.3 -0.042
N 0.3746 1.5157 -0.7031 0.8 -2.9 -2.0 0.136
C 1.2507 1.1841 -1.8928 -2.8 -0.7 -2.2 -0.130
C 2.4081 0.2570 -1.6086 -0.3 0.6 1.3 -0.173
N 2.0044 -1.0396 -1.0171 0.3 -1.6 -0.8 -0.043
N 1.3863 -1.0726 0.3083 -0.2 2.5 1.4 -0.164
N 1.1013 -2.3033 0.9439 1.7 1.9 1.1 0.025
H -3.7712 1.1869 0.3911 0.0 -0.3 0.6 0.109
H -2.9071 -0.1147 -0.4774 -0.8 -2.4 -0.5 0.062
H -2.8463 1.4633 -1.0132 0.5 0.5 -0.1 0.105
H -1.5139 1.9475 1.0491 0.4 1.9 1.1 0.133
H -2.4059 0.2013 2.7491 0.2 0.6 -0.7 0.170
H -1.1148 -1.4730 3.1922 -0.3 -0.1 -0.3 0.161
H -0.0886 -1.4460 1.8219 0.3 -0.4 -0.7 0.052
H -0.7426 -0.2654 -0.7143 1.0 -0.5 -1.1 0.143
H 0.6583 2.4054 -0.4131 -0.6 1.6 1.8 0.162
H 1.5437 2.1117 -2.3907 0.2 0.1 0.5 0.135
H 0.4795 0.7503 -2.6644 1.6 0.4 1.3 0.170
H 2.8816 0.0940 -2.6281 0.0 -0.1 1.6 0.163
H 3.0339 0.8040 -0.8379 0.1 -0.8 -1.2 0.144
H 1.3428 -1.4858 -1.6728 0.4 0.1 0.6 0.124
H 1.9816 -0.5518 1.0234 -0.6 -0.8 -1.7 0.175
H 1.8801 -2.7105 1.4554 -0.1 -0.6 -0.8 0.133
H 0.4743 -2.8645 0.4602 -0.7 -1.5 -1.2 0.089
```
Forces are in eV/Å.

=====

The following is a DFT calculation (ωB97M-V with the def2-TZVPD basis set) of a single C4H10N4 molecule.

Calculated values
E_LUMO ... 1.07 eV
Highest occupied orbital energy ... -6.6 eV
Largest force on an atom ... 0.0177 hartree/bohr
Gap between HOMO and LUMO ... 0.2819 hartree
SMILES ... C/N=C(N)/C(N)=C/N
Charge ... 0

Structure (XYZ):
```
18
Properties=species:S:1:pos:R:3:forces:R:3:lowdin_charge:R:1
C -2.0433 -0.8833 0.3703 0.2 -0.2 -0.1 -0.142
N -0.7768 -0.2822 0.7144 0.4 -0.2 0.6 -0.051
C -0.2737 0.7589 0.0284 0.7 -0.1 -0.4 -0.441
N -1.0222 1.7978 -0.4800 -0.2 0.3 0.0 0.127
C 1.0826 0.5243 -0.0973 -0.6 0.1 -0.1 -0.334
N 2.1840 1.3955 -0.0457 0.4 0.3 0.0 0.051
C 1.1524 -0.8426 0.4076 -0.9 0.0 -0.2 -0.122
N 1.1083 -1.9245 -0.4252 0.0 -0.2 0.3 0.084
H -1.8508 -1.8709 -0.0874 -0.1 0.1 0.0 0.064
H -2.6433 -1.0629 1.2667 0.0 0.0 -0.1 0.064
H -2.6420 -0.3024 -0.3417 0.1 0.0 0.0 0.066
H -1.7927 2.1286 0.0823 0.1 0.0 0.0 0.092
H -0.5055 2.5337 -0.9382 0.0 -0.1 0.1 0.086
H 2.7559 1.4374 -0.8787 -0.1 0.1 0.0 0.064
H 1.9884 2.3265 0.2994 0.0 -0.1 0.0 0.068
H 1.6719 -1.0430 1.3477 0.0 0.0 -0.1 0.131
H 1.1105 -2.8396 0.0055 -0.1 0.1 0.0 0.092
H 0.4963 -1.8512 -1.2281 0.2 0.2 0.0 0.100
```
Forces are in eV/Å.

=====

Q: largest force on an atom of number 3 (C4H10N4)?
A: 0.0177 hartree/bohr

=====

Q: Which value of E_LUMO does entry 2 give?
A: -8.36 eV

=====

Q: charge of number 1 (C15H40N11O10P)?
A: 0